12
Properties=species:S:1:pos:R:3:forces:R:3:nbo_charge:R:1 method="wB97M-V/def2-TZVPD" e_tot_ha=-244.63239 homo_energy_ev=-8.737
H -1.1568 -2.1473 0.4669 0.39 1.69 -0.16 0.344
N -0.9816 -1.1127 0.5706 -1.12 -1.11 0.92 -0.804
C -0.0274 -0.6571 -0.1218 1.01 -0.59 -0.92 0.582
N 0.6309 -1.4155 -1.0783 1.02 -0.41 -0.92 -0.862
N 0.4536 0.6274 0.0088 0.34 0.28 -0.51 -0.649
C -0.2879 1.5911 0.7729 -1.73 2.19 0.46 -0.433
H 0.2902 -2.3846 -1.1951 0.74 1.25 0.04 0.398
H 1.5328 -1.1173 -1.5213 -1.57 -0.65 0.83 0.392
H 1.0844 0.9965 -0.7006 -0.47 -0.48 0.34 0.387
H -1.4385 1.1798 0.7338 2.89 1.28 0.83 0.250
H -0.3065 2.7161 0.1754 0.24 -3.24 1.84 0.192
H 0.2069 1.7238 1.8888 -1.73 -0.21 -2.76 0.203

=====

47
Properties=species:S:1:pos:R:3:forces:R:3:nbo_charge:R:1 method="wB97M-V/def2-TZVPD" e_tot_ha=-7256.69012 homo_energy_ev=-12.183 charge=+1
C 1.9194 -0.1484 4.3960 0.19 0.11 0.09 -0.670
C 1.1570 0.1994 3.1560 0.05 0.06 -0.01 0.019
Cl 0.9525 1.8661 2.7487 0.02 -0.17 0.02 0.063
C 0.6463 -0.7271 2.3553 0.18 -0.63 0.41 0.046
Cl 0.8333 -2.4136 2.7344 -0.26 0.40 -0.28 0.071
N -0.0650 -0.4532 1.1387 0.52 -0.10 0.26 -0.351
C -1.3525 -0.1036 1.2074 -0.21 0.08 1.07 0.684
F -1.8466 -0.0435 2.4144 0.20 -0.18 0.03 -0.246
C -2.0997 0.1632 0.1073 -1.38 0.17 -0.69 -0.142
C -3.5500 0.5935 0.1230 0.33 0.70 0.49 -0.287
Br -4.6699 -0.5312 1.2482 0.07 -0.06 -0.31 0.077
C -3.7363 2.0950 0.4522 -1.51 -0.10 0.10 -0.258
C -5.1675 2.5412 0.0310 0.49 -0.25 -0.07 -0.631
Br -3.5554 2.4921 2.3604 0.49 0.21 -0.30 0.023
C -1.4766 0.0204 -1.1132 0.07 0.03 0.34 -0.073
C -0.1429 -0.3373 -1.1951 0.00 0.40 -1.34 0.037
C 0.4121 -0.4723 -2.5978 -0.47 -0.78 -0.04 -0.475
C -0.2088 -1.7782 -3.2273 1.17 0.17 0.72 -0.315
C 0.8493 -2.8961 -3.1644 -0.50 -0.06 -0.30 -0.636
I -0.9461 -1.4388 -5.2019 0.00 -0.05 0.21 0.136
C 0.5732 -0.5644 -0.0541 0.77 -0.56 -0.21 0.294
C 2.0261 -0.9204 -0.1224 0.86 0.57 0.08 -0.481
C 2.8690 0.3001 -0.6495 -0.34 -0.40 0.66 -0.404
C 4.0593 0.6209 0.2608 0.06 0.40 -0.76 -0.061
O 4.6132 1.8585 -0.1745 -0.04 -0.01 0.24 -0.713
H 1.2749 -0.6376 5.1291 -0.08 0.15 -0.03 0.261
H 2.7125 -0.8650 4.1727 -0.02 0.06 -0.11 0.251
H 2.3748 0.7369 4.8353 -0.13 -0.03 0.01 0.254
H -3.9378 0.4841 -0.8890 0.06 -0.19 0.05 0.245
H -3.0314 2.7110 -0.1045 0.34 -0.26 0.24 0.232
H -5.5926 1.7775 -0.6245 -0.10 0.23 -0.09 0.214
H -5.8338 2.6549 0.8818 0.06 -0.02 -0.02 0.244
H -5.0957 3.4893 -0.5009 -0.18 -0.04 0.04 0.232
H -2.0491 0.1907 -2.0186 0.06 -0.01 -0.04 0.247
H 1.4876 -0.6012 -2.6155 0.04 0.25 0.02 0.234
H 0.1585 0.4171 -3.1742 0.01 -0.04 0.06 0.249
H -1.0112 -2.1093 -2.5697 -0.45 0.11 -0.55 0.208
H 1.8342 -2.5514 -3.4828 -0.09 -0.03 -0.12 0.215
H 0.5414 -3.7349 -3.7900 0.15 -0.03 0.10 0.241
H 0.9150 -3.2616 -2.1340 0.08 0.04 -0.04 0.208
H 2.4460 -1.1975 0.8451 -0.31 -0.10 0.00 0.243
H 2.1841 -1.7728 -0.7821 -0.25 -0.05 0.04 0.256
H 3.2454 0.0880 -1.6485 -0.08 0.23 -0.03 0.225
H 2.2168 1.1768 -0.6699 0.19 0.07 -0.22 0.210
H 4.8511 -0.1165 0.1029 -0.18 -0.20 0.39 0.187
H 3.7501 0.6659 1.3102 0.10 -0.13 -0.03 0.160
H 4.4657 2.5335 0.4934 0.02 0.01 -0.05 0.478